1.
61
Properties=species:S:1:pos:R:3:mulliken_charge:R:1 method="wB97M-V/def2-TZVPD" molar_mass_g_mol=578.3 relative_energy_kcal_mol=20.5 e_tot_ha=-1987.97666 max_force_ev_per_a=0.67 e_lumo_ev=-10.27 multiplicity=1 e_homo_ev=-16.8 total_charge=+3
Sn 1.076 0.517 -1.807 0.996
C 1.771 1.349 2.422 -1.739
C 2.273 1.585 1.030 0.900
C 1.640 2.513 0.191 -0.528
C 2.196 2.863 -1.045 -0.803
C 3.361 2.237 -1.482 -0.408
C 3.969 1.272 -0.676 -0.643
C 3.439 0.967 0.568 -0.105
H 2.189 2.108 3.088 0.448
H 2.083 0.380 2.805 0.358
H 0.686 1.433 2.482 0.343
H 0.761 3.037 0.547 0.419
H 1.753 3.655 -1.633 0.584
H 3.828 2.528 -2.415 0.496
H 4.897 0.816 -0.996 0.547
H 3.956 0.268 1.212 0.463
C 3.778 -2.633 -1.096 -1.060
O 2.813 -2.236 -0.094 -0.145
C 2.323 -3.173 0.697 0.862
C 2.863 -4.450 0.825 -0.764
C 2.210 -5.398 1.588 -0.545
C 0.986 -5.135 2.248 -1.007
C 0.437 -3.900 2.146 -0.438
C 1.108 -2.870 1.406 0.645
N 0.666 -1.609 1.375 0.298
N -0.465 -1.367 1.885 -0.417
C -1.554 -0.906 1.423 0.327
C -1.619 -0.648 -0.076 0.930
O -0.574 -0.866 -0.722 -0.720
C -2.815 -0.072 -0.584 -1.002
C -3.821 0.255 0.267 -0.650
C -3.781 0.065 1.703 0.726
C -4.854 0.450 2.497 -0.863
C -4.832 0.203 3.866 -0.673
C -3.766 -0.481 4.431 -0.778
C -2.685 -0.871 3.645 -0.500
C -2.670 -0.557 2.295 0.803
H 3.413 -3.502 -1.641 0.513
H 4.745 -2.839 -0.641 0.383
H 3.869 -1.788 -1.772 0.216
H 3.786 -4.709 0.330 0.504
H 2.658 -6.379 1.683 0.451
H 0.515 -5.900 2.848 0.452
H -0.466 -3.643 2.684 0.492
H -2.894 0.086 -1.649 0.728
H -4.729 0.681 -0.145 0.467
H -5.711 0.930 2.043 0.453
H -5.656 0.526 4.487 0.445
H -3.776 -0.721 5.485 0.453
H -1.868 -1.428 4.084 0.476
C -1.660 3.391 -6.141 -1.046
N -1.169 2.677 -4.957 -0.113
C -1.358 3.086 -3.721 0.826
N -2.017 4.207 -3.477 -0.379
S -0.829 2.171 -2.332 -0.438
H -1.358 2.836 -7.023 0.357
H -1.226 4.389 -6.195 0.367
H -2.748 3.453 -6.123 0.370
H -0.665 1.816 -5.091 0.228
H -2.350 4.800 -4.223 0.221
H -2.131 4.530 -2.530 0.213

2.
10
Properties=species:S:1:pos:R:3:mulliken_charge:R:1 method="wB97M-V/def2-TZVPD" molar_mass_g_mol=179.0 relative_energy_kcal_mol=6.9 e_tot_ha=-174.96852 max_force_ev_per_a=0.90 e_lumo_ev=-3.81 multiplicity=1 e_homo_ev=-14.7 total_charge=+1
Cs 1.885 3.115 0.375 1.017
C -0.581 -1.215 -0.158 -1.059
C 0.254 0.031 -0.281 -0.214
O 0.234 0.814 0.950 -0.619
H -0.450 -1.745 0.785 0.305
H -0.350 -1.905 -0.969 0.339
H -1.642 -0.954 -0.180 0.288
H -0.103 0.681 -1.084 0.318
H 1.315 -0.175 -0.421 0.285
H -0.563 1.352 0.982 0.340

3.
9
Properties=species:S:1:pos:R:3:mulliken_charge:R:1 method="wB97M-V/def2-TZVPD" molar_mass_g_mol=64.1 relative_energy_kcal_mol=96.6 e_tot_ha=-494.20205 max_force_ev_per_a=3.82 e_lumo_ev=-5.64 multiplicity=1 e_homo_ev=-14.6 total_charge=+1
C -0.266 -0.162 0.412 -0.222
N -0.733 -1.606 0.493 -0.231
S 1.016 0.086 -0.686 0.055
H 0.710 2.657 -0.519 -0.210
H 0.817 3.370 -0.985 0.280
H -1.682 -1.584 0.412 0.370
H -0.454 -1.976 1.401 0.400
H -0.397 -2.269 -0.193 0.347
H 0.989 1.484 -0.335 0.211

4.
23
Properties=species:S:1:pos:R:3:mulliken_charge:R:1 method="wB97M-V/def2-TZVPD" molar_mass_g_mol=122.2 relative_energy_kcal_mol=15.9 e_tot_ha=-351.25402 max_force_ev_per_a=1.96 e_lumo_ev="3.74 / 3.65" multiplicity=2 e_homo_ev="1.0 / -3.2" total_charge=-1
C -1.088 -0.264 -3.143 -0.976
C -2.309 0.624 -2.741 -0.801
H -0.186 0.325 -2.995 0.222
H -0.948 -1.175 -2.570 0.309
H -1.281 -0.545 -4.184 0.377
H -1.945 1.431 -2.098 0.207
H -3.057 0.064 -2.196 0.251
H -2.748 1.181 -3.554 0.370
C -1.626 -0.690 0.385 -0.974
C 1.748 1.164 0.648 -0.589
C 2.306 0.548 1.757 -0.571
C 0.535 0.662 0.113 -0.367
C -0.193 -0.407 0.737 0.303
C 1.671 -0.623 2.272 -0.578
C 0.449 -1.069 1.773 -0.206
H 2.147 2.051 0.158 0.315
H 3.017 1.042 2.390 0.328
H 0.161 1.145 -0.785 0.268
H 2.211 -1.289 2.957 0.302
H -2.197 -1.363 1.018 0.373
H -1.722 -1.074 -0.643 -0.011
H 0.053 -1.989 2.195 0.260
H -1.997 0.354 0.297 0.189